Record 1
{"formula": "C54H58Cl3N7OS2Ti", "method": "ωB97M-V/def2-TZVPD", "total_charge": -2, "fmax_ev_per_a": 0.69, "spin_multiplicity": 3, "s_squared": 2.061, "e_tot_ha": -5577.6781, "homo_ev": [-0.91, -2.11], "de_lowest_ev": 0.0000, "elements": ["Ti", "C", "C", "C", "C", "C", "C", "C", "C", "C", "C", "C", "C", "C", "C", "C", "C", "N", "C", "C", "C", "N", "C", "C", "C", "N", "C", "C", "C", "C", "C", "C", "C", "C", "C", "C", "C", "C", "N", "C", "C", "H", "H", "H", "H", "H", "H", "H", "H", "H", "H", "H", "H", "H", "H", "H", "H", "H", "H", "H", "H", "H", "H", "H", "H", "H", "H", "H", "H", "H", "H", "H", "H", "H", "H", "H", "H", "H", "H", "H", "H", "H", "H", "H", "H", "C", "C", "N", "N", "C", "S", "S", "C", "C", "C", "C", "C", "C", "C", "C", "C", "C", "C", "C", "C", "O", "H", "H", "H", "H", "H", "H", "H", "H", "H", "H", "H", "H", "H", "H", "Cl", "C", "Cl", "Cl", "C", "N"], "xyz": [[1.004, 0.171, -0.306], [5.788, 0.336, 3.153], [5.772, 1.497, 2.155], [4.396, 1.773, 1.640], [3.468, 2.622, 2.135], [3.562, 3.513, 3.331], [2.839, 2.924, 4.548], [2.266, 2.448, 1.344], [1.111, 3.128, 1.570], [-0.113, 2.837, 0.961], [-1.313, 3.558, 1.148], [-1.458, 4.874, 1.849], [-2.045, 4.785, 3.257], [-2.308, 2.834, 0.526], [-1.681, 1.707, -0.058], [-2.330, 0.767, -0.870], [-1.683, -0.060, -1.736], [-0.307, -0.147, -1.882], [-0.105, -0.984, -2.973], [1.093, -1.413, -3.437], [2.333, -1.155, -2.820], [2.480, -0.456, -1.639], [3.823, -0.522, -1.338], [4.410, 0.133, -0.234], [3.778, 1.063, 0.532], [2.472, 1.488, 0.366], [4.512, -1.272, -2.303], [3.569, -1.659, -3.252], [3.793, -2.525, -4.452], [3.620, -4.013, -4.137], [5.987, -1.527, -2.327], [6.786, -0.341, -2.874], [-1.381, -1.410, -3.517], [-2.343, -0.881, -2.734], [-3.824, -1.005, -2.882], [-4.416, 0.097, -3.763], [-1.535, -2.283, -4.720], [-1.307, -1.531, -6.034], [-0.328, 1.717, 0.187], [-3.759, 3.186, 0.408], [-4.131, 3.768, -0.958], [6.801, 0.129, 3.508], [5.390, -0.570, 2.694], [5.160, 0.562, 4.015], [6.440, 1.268, 1.320], [6.175, 2.398, 2.627], [3.141, 4.495, 3.091], [4.615, 3.681, 3.572], [1.791, 2.710, 4.330], [2.887, 3.606, 5.400], [3.295, 1.977, 4.842], [1.112, 3.888, 2.339], [-2.090, 5.524, 1.231], [-0.483, 5.369, 1.888], [-3.064, 4.397, 3.234], [-2.062, 5.772, 3.730], [-1.474, 4.094, 3.879], [-3.411, 0.777, -0.874], [1.096, -2.076, -4.292], [5.449, -0.085, -0.020], [4.799, -2.347, -4.847], [3.106, -2.239, -5.253], [4.312, -4.325, -3.352], [3.795, -4.635, -5.019], [2.612, -4.217, -3.770], [6.188, -2.412, -2.938], [6.341, -1.774, -1.322], [6.478, -0.115, -3.897], [7.861, -0.541, -2.873], [6.600, 0.552, -2.274], [-4.285, -0.972, -1.893], [-4.065, -1.987, -3.296], [-4.193, 1.081, -3.347], [-5.501, 0.002, -3.852], [-3.989, 0.057, -4.767], [-2.534, -2.725, -4.717], [-0.835, -3.120, -4.649], [-2.042, -0.733, -6.158], [-1.384, -2.203, -6.892], [-0.319, -1.069, -6.048], [-4.015, 3.902, 1.191], [-4.367, 2.304, 0.614], [-3.561, 4.679, -1.160], [-5.196, 4.008, -1.006], [-3.905, 3.060, -1.758], [-2.259, -2.809, 2.182], [-1.012, -1.999, 2.412], [-0.962, -0.781, 2.797], [-2.179, -0.177, 3.048], [-2.102, 0.822, 3.870], [-0.797, 1.528, 4.709], [-3.659, 1.653, 4.217], [-4.924, 0.506, 3.576], [-5.654, 1.028, 2.374], [-6.531, 2.104, 2.482], [-7.180, 2.614, 1.368], [-6.976, 2.041, 0.120], [-6.115, 0.958, 0.002], [-5.453, 0.461, 1.117], [0.298, -2.683, 2.274], [0.457, -3.997, 2.700], [1.685, -4.640, 2.642], [2.792, -3.967, 2.150], [2.657, -2.670, 1.680], [1.415, -2.052, 1.718], [1.293, -0.852, 1.107], [-2.553, -3.339, 3.094], [-3.077, -2.144, 1.913], [-2.094, -3.557, 1.404], [-4.393, -0.414, 3.333], [-5.626, 0.310, 4.389], [-6.687, 2.562, 3.453], [-7.845, 3.463, 1.473], [-7.481, 2.435, -0.753], [-5.956, 0.502, -0.967], [-4.752, -0.361, 1.023], [-0.408, -4.540, 3.058], [1.764, -5.672, 2.957], [3.754, -4.462, 2.090], [3.481, -2.136, 1.221], [-0.064, -5.620, -3.061], [0.562, -5.228, -1.502], [-1.218, -6.347, 0.074], [2.020, -6.011, -1.042], [0.387, -3.903, -1.079], [0.229, -2.817, -0.718]], "lowdin_spin": [-0.02, 0.00, 0.00, 0.02, -0.02, 0.00, 0.00, 0.04, 0.04, 0.08, 0.05, 0.00, 0.00, 0.06, 0.07, 0.05, 0.03, 0.07, 0.01, 0.08, 0.05, 0.00, 0.04, 0.10, 0.00, 0.07, 0.06, 0.06, 0.01, 0.00, 0.01, 0.00, 0.01, -0.01, 0.00, 0.00, 0.00, 0.00, 0.00, 0.01, 0.00, 0.00, 0.00, 0.00, 0.00, 0.00, 0.00, 0.00, 0.00, 0.00, 0.00, 0.00, 0.00, 0.00, 0.00, 0.00, 0.00, 0.00, 0.00, 0.01, 0.00, 0.00, 0.00, 0.00, 0.00, 0.00, 0.00, 0.00, 0.00, 0.00, 0.00, 0.00, 0.00, 0.00, 0.00, 0.00, 0.00, 0.00, 0.00, 0.00, 0.00, 0.00, 0.00, 0.00, 0.00, 0.00, 0.00, 0.00, 0.00, 0.00, 0.00, 0.00, 0.00, 0.00, 0.00, 0.00, 0.00, 0.00, 0.00, 0.00, 0.00, 0.00, 0.00, 0.00, 0.00, 0.00, 0.00, 0.00, 0.00, 0.00, 0.00, 0.00, 0.00, 0.00, 0.00, 0.00, 0.00, 0.00, 0.00, 0.00, 0.06, 0.44, 0.25, 0.07, 0.05, 0.12]}

Record 2
{"formula": "C54H58N2O32", "method": "ωB97M-V/def2-TZVPD", "total_charge": 0, "fmax_ev_per_a": 4.22, "smiles": "O=C1C=C(O)C(=O)C=C1O.O=C1C=C(O)C(=O)C=C1O.O=C1C=C(O)C(=O)C=C1O.O=C1C=C(O)C(=O)C=C1O.O=C1C=C(O)C(=O)C=C1O.O=C1C=C(O)C(=O)C=C1O.O=C1C=C(O)C(=O)C=C1O.COCCNCCOC.COCCNCCOC", "spin_multiplicity": 1, "e_tot_ha": -4609.3012, "homo_ev": -8.76, "elements": ["O", "C", "C", "C", "O", "C", "O", "C", "C", "O", "H", "H", "H", "H", "O", "C", "C", "C", "O", "C", "O", "C", "C", "O", "H", "H", "H", "H", "O", "C", "C", "C", "O", "C", "O", "C", "C", "O", "H", "H", "H", "H", "O", "C", "C", "C", "O", "C", "O", "C", "C", "O", "H", "H", "H", "H", "O", "C", "C", "C", "O", "C", "O", "C", "C", "O", "H", "H", "H", "H", "O", "C", "C", "C", "O", "C", "O", "C", "C", "O", "H", "H", "H", "H", "O", "C", "C", "C", "O", "C", "O", "C", "C", "O", "H", "H", "H", "H", "C", "O", "C", "C", "N", "C", "C", "O", "C", "H", "H", "H", "H", "H", "H", "H", "H", "H", "H", "H", "H", "H", "H", "H", "C", "O", "C", "C", "N", "C", "C", "O", "C", "H", "H", "H", "H", "H", "H", "H", "H", "H", "H", "H", "H", "H", "H", "H"], "xyz": [[5.567, -2.772, 3.449], [4.911, -2.167, 4.280], [5.615, -1.176, 5.107], [5.047, -0.324, 5.955], [5.705, 0.594, 6.677], [3.602, -0.443, 6.313], [3.034, 0.276, 7.152], [2.948, -1.440, 5.564], [3.503, -2.331, 4.687], [2.797, -3.326, 4.111], [6.681, -1.052, 4.987], [5.527, 0.553, 7.620], [1.903, -1.600, 5.786], [3.257, -3.797, 3.413], [-5.351, 4.739, -5.728], [-5.309, 3.817, -4.961], [-6.429, 3.728, -4.090], [-6.550, 2.818, -3.083], [-7.542, 3.045, -2.187], [-5.498, 1.781, -2.800], [-5.363, 0.957, -1.890], [-4.428, 1.821, -3.760], [-4.381, 2.687, -4.772], [-3.266, 2.626, -5.624], [-7.156, 4.512, -4.239], [-7.642, 2.358, -1.524], [-3.649, 1.075, -3.691], [-3.318, 3.093, -6.461], [-0.402, -2.126, 2.368], [-0.197, -1.366, 1.425], [-1.185, -1.064, 0.411], [-1.049, -0.191, -0.599], [-2.151, 0.215, -1.336], [0.286, 0.500, -0.929], [0.501, 1.171, -1.907], [1.295, 0.121, -0.012], [1.122, -0.687, 1.093], [2.071, -1.039, 1.981], [-2.181, -1.481, 0.422], [-1.837, 0.818, -2.014], [2.258, 0.575, -0.191], [1.809, -1.803, 2.500], [-6.471, 6.500, -0.832], [-5.492, 5.802, -1.023], [-4.494, 6.180, -2.047], [-3.319, 5.467, -2.259], [-2.399, 5.993, -3.055], [-2.956, 4.188, -1.489], [-1.994, 3.431, -1.703], [-3.933, 3.886, -0.381], [-5.064, 4.628, -0.162], [-5.965, 4.345, 0.810], [-4.718, 7.019, -2.689], [-1.625, 5.434, -2.953], [-3.642, 3.126, 0.329], [-6.794, 4.793, 0.624], [3.405, 2.348, -1.671], [4.496, 1.828, -1.993], [5.792, 2.154, -1.368], [6.928, 1.409, -1.487], [8.078, 1.983, -1.029], [7.012, 0.190, -2.303], [8.020, -0.488, -2.415], [5.765, -0.072, -3.083], [4.669, 0.656, -2.945], [3.624, 0.466, -3.747], [5.848, 3.119, -0.885], [8.883, 1.518, -1.271], [5.760, -0.902, -3.773], [2.857, 1.025, -3.598], [-0.455, -4.997, 0.491], [-1.569, -5.447, 0.504], [-2.140, -6.302, -0.501], [-3.478, -6.677, -0.583], [-3.870, -7.563, -1.478], [-4.468, -6.295, 0.420], [-5.678, -6.618, 0.509], [-3.864, -5.539, 1.493], [-2.556, -5.107, 1.533], [-2.112, -4.517, 2.698], [-1.624, -6.764, -1.330], [-4.780, -7.854, -1.384], [-4.339, -5.296, 2.432], [-1.156, -4.452, 2.635], [-5.751, -1.456, 0.478], [-5.247, -1.377, 1.633], [-5.476, -2.377, 2.654], [-4.763, -2.356, 3.800], [-4.866, -3.283, 4.794], [-3.612, -1.437, 4.093], [-3.041, -1.367, 5.152], [-3.472, -0.433, 3.097], [-4.218, -0.351, 2.000], [-4.023, 0.604, 1.041], [-6.216, -3.120, 2.397], [-5.682, -3.783, 4.724], [-2.735, 0.341, 3.250], [-4.439, 0.266, 0.244], [4.559, -11.716, 3.748], [3.825, -10.507, 3.828], [4.250, -9.529, 2.911], [3.471, -8.225, 3.066], [3.133, -7.393, 1.879], [4.352, -6.902, 1.234], [4.673, -5.443, 1.820], [3.604, -4.554, 1.877], [3.001, -4.310, 0.607], [3.959, -12.456, 4.277], [5.570, -11.660, 4.152], [4.651, -12.133, 2.745], [4.207, -9.984, 1.921], [5.261, -9.287, 3.239], [3.849, -7.662, 3.919], [2.539, -8.610, 3.478], [2.582, -6.557, 2.011], [4.200, -6.740, 0.167], [5.219, -7.547, 1.381], [5.523, -5.077, 1.244], [4.880, -5.652, 2.870], [2.182, -3.692, 0.975], [2.523, -5.155, 0.111], [3.711, -3.827, -0.064], [0.490, 4.248, -3.816], [0.318, 5.653, -3.500], [1.551, 6.369, -3.536], [1.553, 7.755, -2.923], [1.125, 8.701, -3.922], [-0.320, 8.667, -4.264], [-1.271, 9.146, -3.116], [-0.742, 10.446, -2.613], [-1.217, 10.782, -1.372], [1.394, 3.908, -4.323], [-0.364, 4.020, -4.454], [0.447, 3.579, -2.956], [1.948, 6.453, -4.547], [2.363, 5.889, -2.990], [2.525, 8.202, -2.711], [1.070, 7.795, -1.946], [1.256, 9.645, -3.588], [-0.722, 7.669, -4.439], [-0.575, 9.217, -5.171], [-1.317, 8.334, -2.390], [-2.244, 9.326, -3.573], [-2.300, 10.881, -1.436], [-0.975, 11.781, -1.011], [-0.913, 9.982, -0.696]], "mulliken_charge": [-0.54, 0.78, -0.89, 0.52, -0.54, 0.20, -0.61, -0.48, 0.61, -0.41, 0.41, 0.34, 0.51, 0.38, -0.62, 0.48, -0.35, 0.10, -0.54, 0.37, -0.54, -0.51, 0.41, -0.56, 0.46, 0.36, 0.52, 0.32, -0.72, 1.33, -0.67, 0.16, -0.36, 0.86, -0.59, -1.07, -0.07, -0.43, 0.71, 0.11, 0.60, 0.13, -0.63, 0.65, -0.70, 0.54, -0.24, 0.85, -0.37, -1.09, 0.34, -0.56, 0.50, 0.03, 0.49, 0.37, -0.52, 0.67, -0.76, 0.37, -0.51, 0.51, -0.59, -0.85, 0.76, -0.54, 0.44, 0.33, 0.45, 0.28, -0.40, 0.39, -0.99, 0.52, -0.52, 0.42, -0.64, -0.37, 0.64, -0.53, 0.44, 0.34, 0.47, 0.22, -0.68, 0.87, -0.66, 0.52, -0.50, 0.39, -0.61, -0.32, -0.17, -0.16, 0.35, 0.37, 0.51, 0.14, -0.76, -0.32, -0.64, -0.47, -0.22, -0.90, -0.56, -0.47, -0.49, 0.26, 0.30, 0.32, 0.37, 0.35, 0.25, 0.46, 0.23, 0.36, 0.38, 0.42, 0.26, -0.06, 0.39, 0.33, -1.24, -0.36, -0.64, -0.72, -0.37, -0.65, -0.39, -0.42, -0.74, 0.49, 0.32, 0.47, 0.39, 0.37, 0.50, 0.26, 0.36, 0.11, 0.39, 0.20, 0.59, 0.29, 0.27, 0.29]}

Record 3
{"formula": "C54H63AsN4OPbS", "method": "ωB97M-V/def2-TZVPD", "total_charge": 1, "fmax_ev_per_a": 2.34, "spin_multiplicity": 2, "s_squared": 0.786, "e_tot_ha": -5216.3824, "homo_ev": [-9.76, -9.69], "de_lowest_ev": 1.2022, "elements": ["Pb", "C", "C", "C", "C", "C", "C", "C", "H", "H", "H", "H", "H", "H", "H", "H", "O", "N", "C", "C", "C", "C", "C", "S", "H", "H", "H", "H", "C", "C", "C", "C", "C", "C", "C", "N", "C", "C", "C", "C", "C", "C", "C", "N", "C", "C", "C", "C", "H", "H", "H", "H", "H", "H", "H", "H", "H", "H", "H", "H", "H", "H", "H", "H", "H", "H", "H", "H", "H", "H", "H", "H", "C", "C", "C", "C", "C", "C", "As", "N", "C", "C", "C", "C", "C", "C", "C", "C", "C", "C", "C", "C", "C", "C", "C", "C", "C", "C", "H", "H", "H", "H", "H", "H", "H", "H", "H", "H", "H", "H", "H", "H", "H", "H", "H", "H", "H", "H", "H", "H", "H", "H", "H", "H", "H"], "xyz": [[1.430, 0.071, 1.157], [-1.931, 2.569, 2.717], [-0.482, 2.573, 3.094], [-0.099, 2.204, 4.378], [1.226, 2.269, 4.772], [2.203, 2.664, 3.872], [1.841, 3.002, 2.578], [0.505, 2.966, 2.196], [-2.423, 3.462, 3.106], [-2.434, 1.707, 3.152], [-2.062, 2.551, 1.638], [-0.858, 1.867, 5.070], [1.498, 2.019, 5.787], [3.238, 2.705, 4.174], [2.588, 3.327, 1.866], [0.235, 3.283, 1.198], [2.601, -1.404, -0.378], [3.267, -2.428, 0.091], [3.504, -3.456, -0.743], [4.186, -4.576, -0.344], [4.645, -4.653, 0.971], [4.405, -3.595, 1.814], [3.708, -2.464, 1.375], [3.428, -1.150, 2.439], [3.119, -3.328, -1.743], [4.357, -5.375, -1.046], [5.178, -5.523, 1.317], [4.740, -3.598, 2.838], [-3.115, -5.651, -0.551], [-2.584, -4.589, -1.514], [-3.764, -3.825, -2.134], [-1.782, -5.282, -2.626], [-1.692, -3.581, -0.823], [-1.063, -2.599, -1.589], [-0.263, -1.662, -0.978], [-0.051, -1.658, 0.328], [-0.636, -2.575, 1.101], [-1.469, -3.549, 0.551], [-0.354, -2.453, 2.544], [-0.750, -3.408, 3.479], [-0.461, -3.239, 4.831], [0.247, -2.086, 5.173], [0.616, -1.189, 4.193], [0.320, -1.357, 2.912], [-0.867, -4.221, 5.911], [-1.709, -5.375, 5.364], [-1.691, -3.478, 6.973], [0.398, -4.798, 6.563], [-3.721, -6.368, -1.098], [-3.743, -5.206, 0.217], [-2.298, -6.192, -0.079], [-4.408, -4.511, -2.677], [-3.418, -3.064, -2.828], [-4.353, -3.337, -1.362], [-2.399, -6.037, -3.106], [-0.897, -5.766, -2.218], [-1.465, -4.576, -3.388], [-1.205, -2.544, -2.654], [0.223, -0.877, -1.533], [-1.959, -4.259, 1.194], [-1.275, -4.286, 3.145], [0.520, -1.883, 6.194], [1.179, -0.299, 4.437], [-2.617, -5.006, 4.893], [-2.001, -6.026, 6.184], [-1.147, -5.971, 4.650], [-2.580, -3.036, 6.529], [-1.118, -2.690, 7.450], [-2.004, -4.177, 7.744], [1.007, -5.322, 5.829], [0.116, -5.503, 7.341], [1.005, -4.019, 7.015], [-0.196, 0.007, -7.161], [0.322, 0.740, -5.964], [0.039, 2.078, -5.749], [0.435, 2.751, -4.597], [0.168, 4.226, -4.543], [1.117, 2.035, -3.608], [1.265, 2.623, -1.681], [-0.037, 1.550, -1.111], [-1.374, 1.528, -1.169], [-2.086, 2.207, -2.187], [-3.443, 2.054, -2.333], [-4.163, 1.253, -1.457], [-3.492, 0.590, -0.438], [-2.131, 0.723, -0.288], [1.061, 4.612, -1.661], [0.030, 5.403, -1.152], [-1.221, 4.866, -0.526], [0.146, 6.788, -1.189], [1.286, 7.416, -1.651], [1.413, 8.906, -1.643], [2.328, 6.618, -2.107], [2.236, 5.240, -2.113], [3.409, 4.441, -2.599], [1.528, 0.728, -3.865], [2.461, -0.015, -2.962], [1.118, 0.096, -5.031], [-0.645, 0.688, -7.878], [-0.954, -0.714, -6.854], [0.606, -0.540, -7.653], [-0.516, 2.626, -6.497], [-0.493, 4.523, -5.355], [1.106, 4.772, -4.656], [-0.282, 4.539, -3.602], [-1.524, 2.813, -2.884], [-3.950, 2.571, -3.134], [-5.231, 1.159, -1.559], [-4.045, -0.033, 0.251], [-1.623, 0.238, 0.533], [-1.332, 3.796, -0.665], [-2.096, 5.357, -0.952], [-1.213, 5.088, 0.543], [-0.678, 7.381, -0.817], [0.655, 9.357, -1.006], [1.290, 9.297, -2.653], [2.396, 9.207, -1.285], [3.239, 7.087, -2.448], [4.183, 5.100, -2.981], [3.117, 3.752, -3.394], [3.834, 3.850, -1.784], [2.548, 0.468, -1.986], [3.453, -0.048, -3.415], [2.127, -1.037, -2.803], [1.426, -0.925, -5.207]], "lowdin_spin": [0.00, 0.00, 0.00, 0.00, 0.00, 0.00, 0.00, 0.00, 0.00, 0.00, 0.00, 0.00, 0.00, 0.00, 0.00, 0.00, 0.00, 0.00, 0.00, 0.00, 0.00, 0.00, 0.00, 0.00, 0.00, 0.00, 0.00, 0.00, 0.00, 0.00, 0.00, 0.00, 0.00, 0.00, 0.00, 0.00, 0.00, 0.00, 0.00, 0.00, 0.00, 0.00, 0.00, 0.00, 0.00, 0.00, 0.00, 0.00, 0.00, 0.00, 0.00, 0.00, 0.00, 0.00, 0.00, 0.00, 0.00, 0.00, 0.00, 0.00, 0.00, 0.00, 0.00, 0.00, 0.00, 0.00, 0.00, 0.00, 0.00, 0.00, 0.00, 0.00, 0.00, 0.00, 0.01, 0.01, 0.00, 0.05, 0.05, 0.46, 0.04, 0.11, -0.01, 0.13, -0.01, 0.11, 0.00, 0.00, 0.00, 0.00, 0.00, 0.00, 0.00, 0.00, 0.00, 0.00, 0.00, 0.00, 0.00, 0.00, 0.00, 0.00, 0.00, 0.00, 0.00, 0.00, 0.00, 0.01, 0.00, 0.00, 0.00, 0.00, 0.00, 0.00, 0.00, 0.00, 0.00, 0.00, 0.00, 0.00, 0.00, 0.00, 0.00, 0.00, 0.00]}